ORCA calculation (ωB97M-V/def2-TZVPD) on the ion C8H13N4 with charge +1.

Structure (XYZ):
```
25
Properties=species:S:1:pos:R:3:forces:R:3
C 0.819497 -2.517912 0.394080 1.3 -2.7 -3.0
C -0.257290 -2.124956 -0.318170 -0.4 1.0 0.2
C 1.196517 -2.016038 1.671322 -1.5 1.8 1.2
C -1.211501 -0.943183 0.251578 2.3 -3.4 -1.1
C -0.655364 -0.549004 1.644524 -1.7 0.4 -0.4
C -0.208009 1.070980 -0.829847 4.1 2.6 1.5
C -1.168115 0.475552 2.341052 0.6 -1.4 0.3
C -1.390646 0.204007 -0.735457 -0.9 -0.6 1.9
N 0.441935 -1.107786 2.210853 2.8 -1.9 1.3
N 0.583196 1.619128 0.175948 -1.3 0.2 -2.4
N 0.062718 1.367867 -2.010750 -0.6 0.3 -4.8
N 1.210336 2.183257 -2.487103 -0.3 -1.3 0.2
H 1.549566 -3.341521 0.010153 -1.8 1.3 0.4
H -0.685401 -2.650151 -1.244278 1.2 0.8 1.4
H 2.062364 -2.430478 2.240885 -0.8 0.5 -0.6
H -0.848696 0.659291 3.376928 -0.1 0.3 -0.8
H 0.508553 1.216259 0.997739 -1.6 -2.8 4.9
H -1.917757 0.968165 1.814388 -1.6 1.3 0.1
H -2.090714 -1.586932 0.044218 -0.6 0.9 1.7
H -2.152516 0.836399 -0.204206 0.0 -0.4 -1.3
H -1.656154 -0.286749 -1.714896 0.1 1.4 0.9
H 1.424466 2.111008 0.400221 0.7 0.9 -2.2
H 0.846468 3.104690 -2.854969 0.8 -1.1 0.6
H 2.077493 2.203722 -1.913312 -0.7 0.6 0.1
H 1.459055 1.534386 -3.260904 -0.1 1.1 0.0
```
Positions in Å, forces in eV/Å.

## Properties
energy relative to the best compared isomer or geometry (same formula, charge and spin)	131.8	kcal per mole
charge	+1
E	-14455.6420	eV
SMILES string	C=C1N=CC=C[C@@H]1C/C(N)=N/[NH3+]
max |F|	5.88	eV Å⁻¹
molecular weight	165.22	g mol⁻¹
HOMO level	-11.48	eV

Results of the natural (NBO) charge analysis, in e, for atoms 1 through 6: -0.302 -0.124 0.093 -0.309 0.104 0.487

***

ORCA calculation (ωB97M-V/def2-TZVPD) on a cluster of 2 separate species, C8H13N5 in total.

Structure (XYZ):
```
26
Properties=species:S:1:pos:R:3:forces:R:3
C -2.975940 0.644237 -2.728076 -1.5 -3.7 -2.3
C -2.014053 -0.419912 -3.060182 -1.8 1.6 -1.0
C -2.740086 1.564777 -1.789528 -1.5 2.7 2.3
C -0.853330 -0.385800 -2.346517 1.0 -0.8 0.0
C -1.644614 1.534416 -0.998373 2.4 -0.1 1.1
C -0.597692 0.567008 -1.280150 -0.5 0.7 -0.9
C 1.540935 -0.533710 2.686876 0.2 -0.5 -0.9
C 0.703619 0.610775 -0.732117 -1.6 -3.0 -1.8
N 2.787627 -0.356360 2.389215 3.7 0.1 -2.2
N 0.520549 -0.996796 1.772970 1.1 1.2 5.5
N 1.354664 -0.411618 4.025605 -0.5 0.3 0.0
N 3.331543 -0.586276 1.208934 -2.3 -1.5 -0.6
N 0.497648 -1.032525 0.499889 0.9 -0.3 -1.6
H -4.047664 0.551909 -3.124599 1.9 0.4 0.1
H -2.287201 -1.062861 -3.973017 0.8 0.7 1.9
H -3.491931 2.329384 -1.465942 0.5 -0.9 -0.8
H -0.060036 -1.144237 -2.527506 -0.6 0.6 -0.1
H -1.590113 2.281350 -0.173153 0.4 -0.7 -0.7
H 1.470925 -0.044922 -1.199597 -0.4 1.4 0.1
H 0.891900 1.240592 0.057126 0.9 1.8 1.4
H -0.184708 -1.079178 2.483635 -2.3 -1.0 -1.0
H 2.116705 -0.126883 4.689323 -0.6 -0.5 -1.5
H 0.455920 -0.253849 4.429030 -0.7 -0.1 0.1
H 2.742842 -1.103116 0.451522 1.4 1.2 1.5
H 4.360104 -0.665470 1.137535 -0.8 0.4 0.5
H -0.304738 -1.487372 0.034631 0.0 0.1 1.1
```
Positions in Å, forces in eV/Å.

## Properties
energy relative to the best compared isomer or geometry (same formula, charge and spin)	138.4	kcal per mole
charge	+2
E	-15934.7455	eV
max |F|	5.71	eV Å⁻¹
molecular weight	179.23	g mol⁻¹
HOMO level (alpha / beta)	-16.74 / -16.22	eV

Results of the natural (NBO) charge analysis, in e, for atoms 1 through 6: -0.018 -0.193 -0.266 -0.155 -0.048 -0.189

***

ORCA calculation (ωB97M-V/def2-TZVPD) on a structure of composition C8H13N5O5Pd.

Structure (XYZ):
```
32
Properties=species:S:1:pos:R:3:forces:R:3
Pd 0.089017 0.559343 0.187599 -0.2 0.1 0.1
O -1.788388 -0.052194 -0.437089 -0.1 0.1 0.3
C -2.141942 -1.449225 -0.475575 0.1 0.1 -0.2
C -2.059170 -2.145136 0.867123 0.0 -0.1 0.0
N -0.688593 -2.307704 1.430347 0.0 0.0 0.0
C 0.391794 -2.940447 0.628690 -0.1 0.0 -0.1
C 1.292197 -1.970529 -0.170860 -0.1 0.3 -0.2
O 2.455951 -2.243221 -0.268858 0.2 -0.1 0.2
O 0.701504 -0.983574 -0.811043 -0.1 -0.2 0.1
C -0.465565 -2.008100 2.646550 0.1 0.1 0.1
C -0.232785 2.515954 2.512003 0.3 0.1 0.2
O 0.257568 2.790659 3.506527 -0.1 0.0 -0.1
O -0.741294 2.214591 1.493270 0.1 -0.3 -0.4
H -2.541883 0.531772 -0.278121 -0.1 -0.1 0.0
H -3.164490 -1.537080 -0.840540 0.0 0.0 0.0
H -1.481699 -1.899459 -1.211418 0.0 0.0 0.0
H -2.650896 -1.628282 1.620898 0.0 0.0 0.0
H -2.464125 -3.152405 0.742083 0.0 0.0 0.0
H 1.021310 -3.507743 1.307785 0.0 0.0 0.0
H -0.075674 -3.631189 -0.074247 0.0 0.0 0.0
H -1.252117 -1.588710 3.262641 0.0 0.0 0.0
H 0.518224 -2.180110 3.069023 0.0 0.0 0.0
N 5.029942 -0.688438 -0.034216 0.0 0.1 0.0
C 5.142038 0.049082 1.064058 0.1 -0.1 -0.1
N 6.316460 0.199197 1.656165 0.0 0.0 0.0
N 4.094406 0.659104 1.655901 0.0 0.2 -0.1
C 2.972640 0.807524 1.092092 -0.1 -0.4 0.0
N 1.906834 1.000982 0.649951 0.2 0.3 0.3
H 5.827356 -1.141334 -0.449802 0.0 0.0 0.0
H 4.126503 -0.876135 -0.442296 -0.1 -0.1 0.0
H 7.158760 -0.223591 1.304213 0.0 0.0 0.0
H 6.374092 0.785482 2.472667 0.0 0.0 0.0
```
Positions in Å, forces in eV/Å.

## Properties
energy relative to the best compared isomer or geometry (same formula, charge and spin)	0.0	kcal per mole
charge	+2
E	-29659.1495	eV
max |F|	0.52	eV Å⁻¹
molecular weight	365.64	g mol⁻¹
HOMO level	-15.85	eV

Results of the natural (NBO) charge analysis, in e, for atoms 1 through 6: 1.058 -0.714 -0.096 -0.261 -0.218 -0.361

***

ORCA calculation (ωB97M-V/def2-TZVPD) on an isolated molecule of C8H13NO2.

Structure (XYZ):
```
24
Properties=species:S:1:pos:R:3:forces:R:3
C 2.969427 1.621372 -0.090448 -0.6 1.8 0.9
C 1.582671 -0.061321 0.985711 -0.4 -1.2 -0.9
C 0.178936 -0.685750 1.281572 1.4 2.7 3.3
C -0.147978 -1.558655 0.096689 -0.1 0.2 0.0
C -1.548068 -1.102939 -0.271534 -1.4 -2.1 -1.4
C -1.445478 0.378258 -0.795215 -0.5 -1.1 0.3
C -2.488670 1.182992 -0.445862 1.8 0.3 -0.8
C 1.848938 -0.635493 -0.412573 2.8 2.7 1.2
H 2.834757 2.506366 0.630961 -0.5 -1.2 -0.9
H 3.159687 2.150200 -1.047848 0.4 -0.8 0.4
H 3.899008 1.184146 0.436127 -1.4 -0.4 -1.4
H 2.326673 0.034691 1.882262 -1.3 -0.1 -2.1
H -0.555102 0.218846 1.533870 1.2 -2.2 -0.9
H 0.318655 -1.205968 2.297633 -0.4 0.3 -1.6
H 0.093657 -2.625416 0.262005 -1.0 0.4 0.3
H -2.259518 -1.288383 0.606166 1.2 0.7 -1.0
H -1.986633 -1.896847 -1.037245 0.8 2.0 0.8
H -0.394042 0.540045 -1.323635 -3.1 0.4 0.8
H -2.664961 2.241938 -0.839458 0.6 -1.6 0.6
H -3.857631 1.677501 0.599883 -0.6 -0.8 0.7
H 2.878379 -0.909231 -0.718399 -0.8 0.0 0.0
N 1.630066 0.867063 -0.245260 2.7 -0.8 2.4
O -3.425928 0.810181 0.539560 0.4 1.3 -1.5
O 0.813171 -1.251195 -0.996503 -1.1 -0.6 0.9
```
Positions in Å, forces in eV/Å.

## Properties
energy relative to the best compared isomer or geometry (same formula, charge and spin)	119.2	kcal per mole
E	-14087.1422	eV
SMILES string	CN1[C@@H]2O[C@H](C/C=C\O)C[C@@H]21
max |F|	4.48	eV Å⁻¹
molecular weight	155.20	g mol⁻¹
HOMO level	-8.49	eV

Results of the natural (NBO) charge analysis, in e, for atoms 1 through 6: -0.467 -0.123 -0.462 0.063 -0.464 -0.317